A 2-piece molecular cluster, CH4N2O3 overall at a distorted geometry. Source: the Open Molecules 2025 dataset; level of theory: the ωB97M-V functional and the def2-TZVPD basis.

Bonds (Å) are listed after each position.
Atoms and positions in Å:
1 N -1.913 -0.583 0.181  N2 1.265, H4 0.992, H5 0.999
2 N -2.112 0.399 -0.592  N1 1.265, O3 1.213
3 O -3.082 1.070 -0.308  N2 1.213
4 H -1.092 -1.101 -0.025  N1 0.992
5 H -2.421 -0.917 0.974  N1 0.999
6 O 1.173 -0.727 -0.082  C7 1.174
7 C 2.077 -0.043 -0.385  O6 1.174, O8 1.304, H9 1.062
8 O 2.591 0.903 0.350  C7 1.304, H10 0.936
9 H 2.524 0.101 -1.338  C7 1.062
10 H 2.255 0.898 1.224  O8 0.936

As for the SMILES: NN=O.O=CO. The energy above the lowest of the compared OMol25 structures with the same formula, charge and spin is 26.36 kJ/mol. As for the charge: 0. For the HOMO energy, the calculation gives -9.14 eV. The calculation puts the HOMO-LUMO gap at 9.76 eV.